21
Properties=species:S:1:pos:R:3:lowdin_spin:R:1 method="wB97M-V/def2-TZVPD" homo_lumo_gap_ha="0.2481 / 0.1972" multiplicity=3 s_squared=2.020 relative_energy_kj_mol=111.7
Cl 0.42839 -2.28130 -3.61791 0.004
N -0.21335 4.10035 3.48607 0.217
N 0.80559 0.26054 -3.44912 0.013
C 0.47814 -0.82467 -2.65862 0.024
C -0.10829 -2.16078 0.62913 0.062
C -0.03236 1.36012 1.74182 0.311
C 0.24834 -1.01335 1.37619 0.419
C 0.26180 -0.85409 -1.33235 0.017
C -0.33142 0.13773 1.14907 0.212
C -1.08346 2.13758 2.09549 0.485
C -0.77415 3.35699 2.80343 0.078
C -0.07081 -2.12727 -0.66704 0.074
H -0.39289 -2.94496 -1.27689 0.006
H 0.22260 0.01651 -0.71308 0.010
H 0.90416 1.15433 -2.90859 0.001
H -0.43631 -3.12337 1.08029 0.012
H 0.99467 1.68547 1.97956 0.010
H 1.19099 -1.02042 1.84295 0.018
H 1.36993 -0.04401 -4.20971 0.001
H -1.28382 0.09716 0.69030 0.005
H -2.17775 2.08745 1.95900 0.020

---

125
Properties=species:S:1:pos:R:3:mulliken_charge:R:1 method="wB97M-V/def2-TZVPD" homo_lumo_gap_ha=0.3672 charge=+3 relative_energy_kj_mol=45.6
N -14.07365 -5.60230 -24.19765 0.219
N -6.09278 -8.38463 -19.21289 0.920
N -7.45681 -2.67996 -17.28505 0.431
N -4.38394 -2.45570 -23.26285 0.315
C -3.15000 -4.30725 -21.97696 0.673
C -6.75061 -10.09243 -17.46834 -0.715
C -4.78843 -9.10272 -19.38082 -0.722
C -5.95980 -7.25659 -18.24276 -1.128
C -5.53835 -3.35424 -23.61800 -0.980
C -12.80781 -4.72867 -22.14054 -0.004
C -7.67931 -2.37187 -15.84171 -0.645
C -8.47978 -3.70360 -17.72072 -1.156
C -6.71792 -7.74288 -22.98177 -1.207
C -7.56170 -1.48383 -18.18994 -0.290
C -6.06101 -3.24889 -17.42545 0.079
C -5.25179 -1.85425 -15.45845 -0.804
C -15.17612 -4.53753 -24.04677 -0.577
C -16.27629 -5.36762 -26.18425 -0.700
C -2.41261 -4.60292 -20.67758 -1.517
C -8.96127 0.46799 -19.02492 -1.338
C -3.86144 -0.05053 -22.67882 -0.560
C -4.98599 -2.30426 -16.87961 -0.821
C -6.70306 -1.34823 -15.31969 -0.738
C -3.70506 -2.90360 -21.98411 -0.567
C -3.37147 -2.45120 -24.34845 -0.808
C -13.87700 -5.77881 -25.68888 -0.511
C -5.40044 -10.82447 -17.67890 -0.660
C -8.91289 -0.78594 -18.14436 -0.291
C -16.46720 -4.98482 -24.72442 -0.670
C -15.12189 -6.35500 -26.33510 -0.699
C -2.23758 -1.43689 -24.16609 -0.735
C -2.78603 -0.07743 -23.74771 -0.762
C -7.13955 -9.36048 -18.74813 -0.761
C -12.77980 -5.04353 -23.62775 -0.912
C -11.49614 -4.00758 -21.79002 -1.524
C -14.43964 -6.87428 -23.51568 -1.067
C -4.93948 -1.07154 -22.99315 -0.465
C -6.61892 -8.63881 -21.74589 -0.498
C -4.35141 -9.80038 -18.09437 -0.537
C -6.58832 -7.74356 -20.52208 -0.230
B -7.05990 -4.47943 -20.73186 2.167
H -15.36689 -4.50013 -22.97989 0.356
H -5.60513 -1.23721 -22.14781 0.292
H -9.90471 0.98029 -18.86243 0.396
H -5.93045 -4.79480 -21.03671 -0.592
H -5.21166 -11.22560 -16.68347 0.352
H -4.60966 -1.03399 -15.14435 0.385
H -8.13325 1.13881 -18.79918 0.335
H -13.78939 -4.77993 -26.12079 0.361
H -6.89971 -1.20760 -14.25588 0.427
H -7.38410 -1.76179 -19.22476 -0.404
H -3.90052 -2.15531 -25.26260 0.535
H -5.82175 -3.12610 -24.64047 0.324
H -12.06287 -5.82495 -23.87816 0.475
H -16.92895 -5.77117 -24.12069 0.335
H -2.63048 -4.68522 -22.85725 0.389
H -5.14665 -2.68009 -14.75196 0.315
H -6.95422 -6.96725 -17.92040 0.376
H -12.96042 -6.33930 -25.86375 0.508
H -12.84598 -5.68362 -21.61067 0.286
H -1.93310 0.53677 -23.44666 0.345
H -6.05471 -4.15966 -16.82336 0.447
H -2.21197 -5.67377 -20.58384 0.439
H -6.36585 -3.09733 -22.95989 0.267
H -6.76484 -0.80656 -17.89281 0.625
H -4.31358 0.93992 -22.75622 0.400
H -5.70833 -9.22210 -21.87154 0.236
H -6.72321 -8.36805 -23.87572 0.477
H -11.36873 -3.10038 -22.38471 0.405
H -4.80972 -1.49479 -17.59001 0.387
H -17.21079 -4.18530 -24.68033 0.424
H -5.47694 -0.77278 -23.89216 0.460
H -5.51815 -11.61050 -18.42376 0.320
H -11.49422 -3.61889 -20.77079 0.431
H -14.73333 -3.67721 -24.54126 0.359
H -3.05497 -3.46599 -24.57346 0.581
H -9.37552 -0.62812 -17.16760 0.325
H -13.62974 -4.12613 -21.76206 0.346
H -2.95437 -4.23571 -19.80695 0.157
H -5.44133 -6.45307 -18.76162 0.214
H -15.37226 -7.32014 -25.89666 0.250
H -17.16763 -5.82529 -26.61704 0.376
H -8.12137 -4.65043 -17.32065 0.414
H -1.49955 -1.90509 -23.50801 0.318
H -3.09035 0.40494 -24.68198 0.394
H -8.89078 0.13262 -20.06031 0.318
H -7.77654 -4.62594 -21.68595 -0.390
H -6.71101 -9.50215 -16.55439 0.287
H -9.42010 -3.45673 -17.23647 0.406
H -10.64130 -4.67225 -21.90932 0.318
H -5.19097 -4.34222 -23.34943 0.382
H -1.74188 -1.33780 -25.13037 0.459
H -5.32807 -7.53882 -17.40924 0.334
H -14.99989 -6.57780 -27.39543 0.407
H -6.89867 -3.35447 -20.32568 -0.727
H -2.91651 -2.17435 -21.82119 0.586
H -12.57824 -4.13174 -24.18827 0.303
H -7.59229 -3.31739 -15.29569 0.546
H -4.43837 -2.79951 -21.18218 0.100
H -3.99313 -8.40752 -19.65448 0.318
H -8.72322 -2.12585 -15.64788 0.509
H -4.93093 -9.82542 -20.17742 0.428
H -15.23839 -7.43625 -23.97183 0.452
H -4.17072 -9.11369 -17.27137 0.295
H -1.38044 -4.23904 -20.64725 0.417
H -5.83623 -7.10734 -23.06617 0.179
H -9.61465 -1.51758 -18.56872 0.154
H -13.50463 -7.41165 -23.37213 0.311
H -4.07653 -2.90898 -16.97222 0.478
H -14.79989 -6.59694 -22.52333 0.416
H -8.07345 -8.80569 -18.64098 0.446
H -7.30784 -10.08855 -19.54028 0.454
H -3.99673 -5.00521 -21.93446 -0.900
H -7.42252 -5.15491 -19.80991 -0.646
H -3.43116 -10.33312 -18.33877 0.395
H -16.13665 -4.49168 -26.82414 0.304
H -7.53401 -7.28594 -20.24489 0.446
H -3.43600 -0.13191 -21.68071 0.295
H -7.62128 -7.13495 -22.98262 0.273
H -7.55189 -10.82762 -17.36327 0.399
H -8.54220 -3.73383 -18.80825 0.241
H -7.45982 -9.32850 -21.65956 0.375
H -5.89943 -6.91523 -20.67405 -0.393
H -6.84571 -0.37605 -15.79265 0.285
H -5.92486 -3.46074 -18.48365 -0.318

---

23
Properties=species:S:1:pos:R:3:mulliken_charge:R:1 method="wB97M-V/def2-TZVPD" homo_lumo_gap_ha=0.3675 charge=+2 relative_energy_kj_mol=102.4
S 0.91007 -2.14970 -1.02049 1.227
O 2.27792 -1.86823 -0.92854 -0.480
O -0.00415 -1.80541 0.01703 -0.517
N -1.34961 2.00820 2.97330 -0.369
N 1.81714 -0.02186 -3.90827 -0.233
N 1.11934 -0.26355 -3.07964 0.765
N 0.29999 -0.69139 -2.25983 -0.341
C -0.02143 2.08254 2.28241 -0.549
C 0.64639 -3.63934 -1.95569 -0.814
C -0.91521 1.12513 0.18393 -1.350
C -0.29417 2.08711 0.80993 0.132
H 1.66759 -4.07452 -2.17929 0.379
H -1.14047 1.44824 -0.79268 0.668
H 0.63842 1.21240 2.68719 0.285
H 0.49943 3.03376 2.70118 0.376
H 0.05806 2.84967 0.13056 0.375
H -1.63361 2.98018 3.01392 0.377
H -1.22854 0.26617 0.70089 0.379
H -2.20394 1.54263 2.60908 0.351
H -0.17527 0.08254 -1.62353 0.215
H 0.05921 -4.34249 -1.39972 0.365
H 0.23513 -3.50506 -2.92798 0.374
H -1.26229 1.64300 3.96623 0.386

---

13
Properties=species:S:1:pos:R:3:mulliken_charge:R:1 method="wB97M-V/def2-TZVPD" homo_lumo_gap_ha=0.3682 relative_energy_kj_mol=432.2 smiles=C1[C@@H]2[C@@H]3CN1[C@H]23
N 0.28720 0.89460 0.57385 -0.470
C 1.28666 0.14337 -0.25838 -0.235
C -0.32430 -0.41225 0.97345 -0.260
C 0.47078 -1.10451 -0.06139 -0.433
C -0.96567 -0.61667 -0.35936 -0.331
C -0.79016 1.16040 -0.34726 -0.368
H 1.37783 0.45761 -1.31150 0.258
H 0.84266 -2.12556 0.00337 0.373
H -1.60641 1.66748 0.20065 0.221
H 2.24854 0.18723 0.24052 0.258
H -0.74445 -0.65109 1.93722 0.393
H -0.42303 1.88188 -1.11524 0.300
H -1.65966 -1.48248 -0.47591 0.296

---

97
Properties=species:S:1:pos:R:3:lowdin_spin:R:1 method="wB97M-V/def2-TZVPD" homo_lumo_gap_ha="0.3255 / 0.3265" multiplicity=3 s_squared=2.008
F 2.34801 7.04386 2.50474 0.000
O 0.65767 -3.30753 -3.18931 0.542
O 1.31020 2.69598 -1.30794 0.000
O 0.55463 5.89687 -0.11517 0.000
O -3.84576 -2.00449 1.90496 0.547
O 1.19772 5.06364 -2.08061 0.000
O -0.62937 2.80994 1.38259 0.000
O 2.85776 5.16040 1.53985 0.000
N 0.88563 3.61913 -0.31919 0.000
N -2.79860 -2.11718 1.15233 0.359
N 1.64776 -4.03964 -2.79011 0.362
C 2.25664 -1.97932 -1.53753 -0.001
C -2.49214 5.35368 3.29114 0.000
C 2.79249 -6.22697 -3.29127 0.002
C 2.67498 -4.42805 -5.02149 0.015
C -0.14509 3.82035 3.50959 0.000
C 2.33544 6.20471 1.47583 0.000
C -3.33542 -0.97864 -1.49226 0.001
C -0.74759 -0.86172 0.52962 0.003
C 3.65718 -3.94518 -1.32939 0.003
C -2.32108 0.14634 2.06715 -0.001
C -1.66569 5.48688 4.40947 0.000
C 0.64433 -5.71324 -4.29938 -0.001
C -0.95545 3.71205 2.38232 0.000
C -3.10754 -3.01593 0.00030 0.026
C 2.77745 -3.17227 -2.33157 0.027
C -3.00456 -0.07717 -0.30198 0.014
C -3.81992 -4.26720 0.50284 -0.001
C -2.25021 -0.76084 0.84464 0.026
C 1.08003 2.94083 3.68386 0.000
C -3.96477 -2.29214 -1.03480 0.015
C -0.51387 4.71548 4.51371 0.000
C 3.93041 -3.67373 -4.59012 0.001
C 3.61790 -2.64635 -3.50113 0.015
C -2.11919 4.47592 2.28942 0.000
C 0.59032 1.69412 4.47157 0.000
C -3.76114 6.15912 3.21205 0.000
C -0.51554 3.32160 0.09261 0.000
C 1.94489 -5.06201 -3.84013 0.027
C 1.63491 6.73697 0.25156 0.000
C 0.91257 4.87388 -0.94849 0.000
C 2.18568 3.59497 4.50947 0.000
C -1.83305 -3.53781 -0.69371 0.003
H 2.38295 4.62155 4.23256 0.000
H 1.29853 1.83523 -0.87144 0.000
H -2.74093 4.33152 1.41482 0.000
H -3.34349 0.40624 2.33788 0.000
H -4.02722 -0.45629 -2.15633 0.001
H 2.00331 -3.73860 -5.54282 0.003
H -2.43699 -1.16797 -2.08592 0.000
H -2.42281 0.78153 -0.64588 0.001
H 2.38163 -6.60065 -2.35226 0.001
H 4.69825 -4.37014 -4.24322 0.000
H 3.08608 -1.81106 -3.96767 0.002
H -4.78028 -4.04511 0.96425 -0.001
H -1.10811 4.22019 -0.06140 0.000
H 1.34702 0.91951 4.52589 0.000
H -0.87463 2.57083 -0.60365 0.000
H 1.88535 3.58660 5.55500 0.000
H 3.09540 3.00426 4.46391 0.000
H 0.29699 2.03782 5.46025 0.000
H -0.22983 -1.41619 1.31414 0.002
H -4.95631 -2.08977 -0.61661 0.003
H -1.78790 1.06931 1.83680 0.000
H -3.20405 -4.79378 1.23370 0.000
H 2.35761 6.84914 -0.55089 0.000
H 1.21749 7.70795 0.49144 0.000
H -1.92431 6.18059 5.19461 0.000
H -0.30594 0.13674 0.49076 0.000
H 1.60677 -2.29581 -0.72033 0.000
H -0.32536 1.33626 4.00609 0.000
H -3.56406 7.22546 3.17741 0.000
H 0.08071 4.83470 5.40318 0.000
H 0.12640 -6.17569 -3.45739 0.000
H -2.08900 -4.35156 -1.37191 0.000
H 0.86312 -6.49060 -5.03067 0.000
H 1.70762 -1.27156 -2.15818 0.000
H -1.84809 -0.31776 2.93475 0.000
H 4.36058 -3.16140 -5.45261 0.001
H -3.94483 0.32549 0.08830 0.002
H -4.00594 -4.94174 -0.33240 0.000
H 2.93857 -5.20451 -5.74248 0.001
H 3.09798 -1.43793 -1.10530 0.000
H 1.43081 2.59043 2.71925 0.000
H 2.78638 -7.04872 -4.00695 0.000
H 3.04140 -4.38677 -0.54461 0.002
H -0.03462 -5.00449 -4.76912 -0.001
H -1.32489 -2.80049 -1.30852 0.000
H -4.12106 -2.94587 -1.89528 0.001
H 3.83881 -5.98124 -3.13414 0.000
H -4.39397 5.84485 2.39012 0.000
H 4.36402 -3.26624 -0.85252 0.000
H 4.25322 -4.73521 -1.77801 0.000
H -0.52017 -1.33072 -0.42483 0.000
H -1.11833 -3.92691 0.03412 0.001
H -4.33309 5.96459 4.11804 0.000
H 4.55058 -2.23532 -3.10994 0.001